Entry 1:
The molecule C3H6N2O. Source: the Open Molecules 2025 dataset; level of theory: wB97M-V/def2-TZVPD.

Geometry as XYZ:
```
12
Properties=species:S:1:pos:R:3:nbo_charge:R:1
C 0.792 -1.237 -2.011 -0.197
N 0.116 -0.179 -1.803 -0.197
N 0.052 0.373 -0.538 -0.445
C 0.290 -0.360 0.668 -0.358
C -0.365 0.326 1.842 0.447
O -0.999 1.340 1.723 -0.515
H 0.862 -1.609 -3.021 0.185
H 1.284 -1.838 -1.277 0.149
H -0.714 1.024 -0.473 0.395
H -0.157 -1.366 0.616 0.208
H 1.364 -0.484 0.945 0.215
H -0.124 -0.185 2.819 0.114
```

## Properties
Energy above the lowest of the compared OMol25 structures with the same formula, charge and spin in eV: 2.714
LUMO energy in Eh: 0.031
F_max in eV Å⁻¹: 0.87
Total charge: 0



Entry 2:
A structure of composition C28H29AsOP2S6SiTc. Source: the Open Molecules 2025 dataset; level of theory: wB97M-V/def2-TZVPD.

Geometry as XYZ:
```
69
Properties=species:S:1:pos:R:3:nbo_charge:R:1
Tc 0.130 0.918 0.705 0.700
S -2.750 -1.154 -0.267 -0.127
P -1.001 -2.195 0.125 1.402
C 0.307 -1.022 0.156 -1.101
P 2.020 -1.412 0.438 1.418
S 2.539 0.543 0.744 -0.245
C 2.895 -2.159 -0.963 -0.444
C 3.618 -1.360 -1.842 -0.169
C 4.282 -1.947 -2.905 -0.200
C 4.219 -3.319 -3.094 -0.174
C 3.480 -4.113 -2.226 -0.210
C 2.813 -3.535 -1.161 -0.132
C 2.581 -2.237 1.963 -0.406
C 3.877 -2.747 1.967 -0.187
C 4.470 -3.113 3.162 -0.201
C 3.775 -2.982 4.354 -0.188
C 2.475 -2.498 4.345 -0.142
C 1.879 -2.106 3.158 -0.201
C -1.130 -3.040 1.721 -0.344
C -1.956 -2.537 2.717 -0.211
C -1.952 -3.130 3.966 -0.193
C -1.115 -4.204 4.222 -0.177
C -0.288 -4.702 3.226 -0.201
C -0.292 -4.124 1.972 -0.209
C -1.065 -3.455 -1.177 -0.340
C -0.461 -3.259 -2.413 -0.203
C -0.706 -4.163 -3.433 -0.190
C -1.549 -5.244 -3.220 -0.164
C -2.156 -5.430 -1.988 -0.202
C -1.917 -4.536 -0.962 -0.195
H 3.673 -0.293 -1.677 0.238
H 4.856 -1.336 -3.585 0.231
H 4.744 -3.774 -3.920 0.231
H 3.432 -5.182 -2.374 0.228
H 2.239 -4.140 -0.470 0.207
H 4.416 -2.842 1.035 0.230
H 5.484 -3.482 3.163 0.230
H 4.254 -3.236 5.288 0.229
H 1.932 -2.399 5.272 0.218
H 0.882 -1.687 3.166 0.231
H -2.608 -1.703 2.502 0.238
H -2.609 -2.756 4.734 0.231
H -1.121 -4.664 5.197 0.231
H 0.353 -5.545 3.432 0.232
H 0.342 -4.505 1.184 0.218
H 0.186 -2.408 -2.568 0.234
H -0.259 -4.016 -4.404 0.230
H -1.737 -5.944 -4.020 0.231
H -2.830 -6.260 -1.834 0.233
H -2.390 -4.662 0.001 0.232
S -1.608 3.907 3.303 -0.539
As -2.110 1.970 3.729 0.682
S -0.277 0.678 2.842 -0.218
S -2.454 0.939 0.216 0.161
S -3.584 1.357 1.798 -0.255
C 0.073 4.825 -0.128 -1.130
Si 0.465 3.464 -1.398 1.811
C -0.715 3.547 -2.889 -1.113
C 2.328 3.428 -1.830 -1.107
O 0.200 2.011 -0.681 -0.867
H 0.210 5.803 -0.579 0.251
H 0.727 4.777 0.738 0.248
H -0.954 4.777 0.225 0.255
H -0.551 4.479 -3.420 0.250
H -1.753 3.533 -2.566 0.247
H -0.570 2.733 -3.592 0.244
H 2.615 4.348 -2.327 0.250
H 2.581 2.601 -2.486 0.239
H 2.925 3.344 -0.926 0.244
```

## Properties
Energy above the lowest of the compared OMol25 structures with the same formula, charge and spin in eV: 0.690
LUMO energy in Eh: -0.180
F_max in eV Å⁻¹: 3.75
Total charge: +1



Entry 3:
A cluster of 2 separate species, C3H8NO3 in total. Source: the Open Molecules 2025 dataset; level of theory: wB97M-V/def2-TZVPD.

Geometry as XYZ:
```
15
Properties=species:S:1:pos:R:3:nbo_charge:R:1
C 0.242 -1.762 1.414 -0.117
C 0.485 -0.509 0.755 -0.396
C -1.447 0.821 -0.918 0.994
N -0.920 0.442 -2.071 -0.782
O 1.604 -1.536 0.824 -0.514
O -1.233 2.014 -0.388 -0.612
O -2.370 0.022 -0.450 -0.620
H 0.509 -1.831 2.531 0.195
H -0.273 -2.618 1.097 0.197
H 0.735 0.247 1.626 0.160
H -1.628 0.052 -2.720 0.441
H 1.859 -1.982 -0.033 0.533
H -0.146 0.919 -2.533 0.433
H -0.669 2.631 -0.892 0.536
H -2.655 0.114 0.499 0.552
```

## Properties
Energy above the lowest of the compared OMol25 structures with the same formula, charge and spin in eV: 5.149
LUMO energy in Eh: -0.130
F_max in eV Å⁻¹: 3.97
Total charge: +1



Total energy? In order: -302.5933, -6837.4420, -399.1620 a.u..